1.
45
Properties=species:S:1:pos:R:3 method="wB97M-V/def2-TZVPD" homo_ha="-0.69356 / -0.72436" total_charge=+3 e_tot_ha=-6576.6553 de_lowest_kj_mol=74.9 homo_lumo_gap_ev="7.0 / 6.7" spin_multiplicity=4
Re 0.761 -1.087 -0.787
C -4.351 -0.434 -0.320
C -3.353 -0.656 0.843
C -3.944 -0.012 2.178
C -1.990 -0.003 0.692
C -1.839 1.412 0.422
C -0.646 2.051 0.698
C 0.442 1.353 1.314
C 1.608 2.052 1.879
C 0.433 -0.084 1.353
C -0.806 -0.726 0.945
H -5.106 0.295 -0.032
H -4.799 -1.374 -0.671
H -3.852 0.012 -1.212
H -3.238 -1.674 1.109
H -3.916 1.076 2.130
H -3.288 -0.299 3.041
H -4.992 -0.429 2.342
H -2.697 1.910 -0.046
H -0.388 3.072 0.442
H 1.791 3.014 1.418
H 2.556 1.500 1.764
H 1.436 2.179 2.945
H 1.166 -0.622 1.982
H -0.923 -1.785 1.163
Br -1.239 -1.909 -2.219
C -0.039 -3.253 -3.053
Br 1.701 -2.556 -2.833
H -0.281 -3.340 -4.126
H 0.017 -4.234 -2.547
O 1.678 -2.524 0.529
N 2.510 -1.589 0.144
C 3.599 -1.386 0.696
C 4.081 -2.042 1.821
N 4.388 -2.376 2.879
C 4.571 -0.303 0.383
N 5.403 0.517 0.455
S 1.205 2.586 -3.426
C 2.460 2.563 -2.328
C 2.332 1.538 -1.442
N 1.231 0.763 -1.718
C 0.498 1.277 -2.708
H 3.260 3.312 -2.390
H 2.970 1.346 -0.588
H -0.408 0.870 -3.119

=====

2.
15
Properties=species:S:1:pos:R:3 method="wB97M-V/def2-TZVPD" homo_ha="-0.49256 / -0.49256" total_charge=+1 e_tot_ha=-287.5603 de_lowest_kj_mol=1039.5 homo_lumo_gap_ev="6.1 / 6.1"
C 1.388 -1.885 1.933
C 2.224 -2.780 1.537
C -0.030 -1.567 2.483
C 0.035 -0.065 0.570
C 0.581 0.191 -0.881
C 0.129 1.182 -1.749
N 0.645 -0.621 1.820
H -0.900 -2.026 2.063
H 0.098 -1.509 3.634
H -0.363 0.902 0.962
H -1.032 -0.666 0.354
H 1.502 -0.400 -1.237
H 0.707 1.614 -2.602
H -0.655 1.900 -1.417
H -0.616 0.631 -2.525

=====

3.
39
Properties=species:S:1:pos:R:3 method="wB97M-V/def2-TZVPD" homo_ha="-0.70770 / -0.70758" total_charge=+3 e_tot_ha=-2613.9568 de_lowest_kj_mol=0.0 homo_lumo_gap_ev="5.8 / 5.8"
C 0.298 -0.041 -4.670
C 0.034 0.046 -3.219
H 1.378 -0.096 -4.870
H -0.121 0.839 -5.172
H -0.196 -0.939 -5.078
O 0.827 -0.053 -2.270
Cl -1.834 0.381 -2.765
Ce -0.723 -0.072 -0.327
P -0.139 2.710 0.322
C 1.166 3.524 1.296
C -0.092 3.676 -1.227
H -0.578 4.646 -1.071
H -1.599 4.508 1.005
H -0.614 3.139 -2.028
H -2.533 3.016 0.683
H 2.153 3.200 0.947
H 0.948 3.838 -1.536
C -1.619 3.420 1.132
H 1.084 4.618 1.200
H -1.625 3.162 2.197
H 1.064 3.246 2.354
P 0.060 -2.738 0.659
C 1.426 -3.165 1.804
C -1.351 -3.470 1.579
H -0.383 -3.786 -1.480
H 0.041 -5.002 -0.239
H 1.320 -4.001 -1.000
C 0.287 -4.008 -0.638
H -2.296 -3.177 1.107
H -1.253 -4.561 1.556
H 1.446 -4.253 1.969
H 1.279 -2.642 2.761
H -1.362 -3.110 2.613
H 2.381 -2.838 1.369
C 1.449 0.097 0.733
O 2.562 0.185 1.050
S -2.104 0.018 2.114
C -0.836 -0.106 3.185
N 0.056 -0.213 3.957

=====

4.
44
Properties=species:S:1:pos:R:3 method="wB97M-V/def2-TZVPD" homo_ha=-0.53474 total_charge=+2 e_tot_ha=-2681.1356 de_lowest_kj_mol=192.4 homo_lumo_gap_ev=8.6
Zn -0.331 -0.992 0.190
O 1.508 -2.955 3.346
H 0.965 -3.240 4.085
H 1.045 -2.356 2.757
H 2.239 -2.494 3.763
O 0.635 -1.260 1.789
H 1.360 -0.630 1.966
C 2.404 1.698 0.613
C 0.879 1.931 0.189
C 0.574 3.286 -0.580
O 1.786 3.511 -1.355
C 1.793 4.635 -2.173
N 0.581 0.704 -0.601
H 2.559 0.709 1.044
H 2.586 2.530 1.293
H 2.979 1.858 -0.299
H 0.146 1.923 0.996
H 0.434 4.070 0.164
H -0.280 3.220 -1.255
H 2.621 4.817 -2.858
H 1.913 5.381 -1.387
H 0.835 4.803 -2.663
H 1.457 0.668 -1.102
H 0.065 0.998 -1.417
C -2.930 0.511 0.603
C -3.068 -0.257 -0.764
O -1.753 -0.616 -1.229
O -1.985 0.052 1.464
H -3.946 0.474 0.995
H -2.543 1.516 0.437
H -3.526 0.358 -1.539
H -3.761 -1.099 -0.745
H -1.839 -0.686 -2.182
H -2.279 0.219 2.363
C 0.062 -3.363 -1.381
C -0.563 -3.701 0.011
O -1.447 -2.822 0.525
O 0.678 -2.075 -1.253
H -0.773 -3.278 -2.076
H 0.645 -4.220 -1.720
H 0.118 -3.919 0.833
H -1.116 -4.637 -0.058
H -2.094 -3.183 1.135
H 1.368 -2.089 -1.920

=====

5.
11
Properties=species:S:1:pos:R:3 method="wB97M-V/def2-TZVPD" smiles=CN(F)CO homo_ha=-0.35112 total_charge=0 e_tot_ha=-309.5469 de_lowest_kj_mol=312.2 homo_lumo_gap_ev=10.5
C 1.475 -0.469 0.415
N 0.048 -0.350 0.351
F -0.420 -1.591 -0.352
C -0.756 0.684 -0.248
O -2.073 0.770 0.294
H 1.813 -1.497 0.810
H 1.838 -0.362 -0.694
H 1.735 0.428 0.885
H -0.130 1.505 0.121
H -0.939 0.715 -1.301
H -2.593 0.167 -0.281

=====

6.
118
Properties=species:S:1:pos:R:3 method="wB97M-V/def2-TZVPD" homo_ha="-0.37799 / -0.37798" total_charge=+1 e_tot_ha=-10176.9899 de_lowest_kj_mol=30.2 homo_lumo_gap_ev="5.9 / 5.9"
Pb -0.317 -0.445 -0.214
C -0.940 -1.456 4.432
C 0.037 -0.578 3.705
N -0.567 0.264 2.843
N -0.461 1.477 2.714
C -0.486 2.447 1.810
S 0.677 2.358 0.597
S -1.443 3.855 2.073
C -2.846 3.132 3.014
C -4.138 3.781 2.601
C -5.222 2.979 2.261
C -6.433 3.551 1.896
C -6.569 4.931 1.862
C -5.489 5.737 2.198
C -4.280 5.166 2.564
C 1.426 -0.755 3.850
C 1.939 -1.353 5.043
C 3.275 -1.459 5.262
C 4.200 -1.049 4.259
C 3.764 -0.566 3.069
C 2.359 -0.430 2.782
O 1.979 -0.160 1.625
H -1.453 -0.878 5.206
H -1.696 -1.813 3.732
H -0.461 -2.314 4.889
H -2.865 2.072 2.766
H -2.650 3.275 4.076
H -5.110 1.901 2.264
H -7.271 2.914 1.639
H -7.509 5.377 1.565
H -5.595 6.814 2.180
H -3.436 5.803 2.809
H 1.250 -1.624 5.832
H 3.642 -1.830 6.210
H 5.263 -1.138 4.447
H 4.454 -0.290 2.281
C 0.406 2.576 -3.041
As 0.404 0.662 -2.670
C 2.338 0.394 -2.616
C -0.012 0.047 -4.503
C -0.501 -1.386 -4.773
C -1.952 -1.546 -4.319
C 0.386 -2.431 -4.064
As 0.150 -2.721 -2.119
C -1.285 -4.035 -2.034
C 1.660 -3.974 -1.985
C -0.365 -1.684 -6.280
As -1.163 -0.700 -7.826
C -1.172 1.198 -7.302
C -3.079 -1.052 -7.551
H 0.962 2.774 -3.956
H 0.880 3.095 -2.210
H -0.611 2.950 -3.142
H 2.786 0.663 -3.571
H 2.584 -0.642 -2.379
H 2.749 1.031 -1.831
H 0.897 0.239 -5.078
H -0.776 0.746 -4.838
H -2.057 -1.316 -3.256
H -2.295 -2.569 -4.489
H -2.600 -0.872 -4.881
H 1.439 -2.164 -4.200
H 0.241 -3.407 -4.532
H -1.196 -4.789 -2.814
H -2.241 -3.519 -2.115
H -1.239 -4.514 -1.055
H 1.714 -4.586 -2.885
H 1.517 -4.625 -1.124
H 2.598 -3.431 -1.871
H -0.734 -2.700 -6.458
H 0.701 -1.717 -6.527
H -0.163 1.537 -7.068
H -1.835 1.403 -6.461
H -1.523 1.770 -8.160
H -3.233 -2.108 -7.330
H -3.608 -0.825 -8.476
H -3.513 -0.449 -6.753
C -4.849 -1.717 3.016
C -4.440 -1.783 1.554
C -5.670 -1.848 0.656
C -3.520 -2.975 1.308
O -3.703 -0.538 1.317
P -3.224 0.062 -0.074
O -2.616 -0.990 -0.982
O -2.186 1.104 0.272
O -4.546 0.720 -0.649
C -4.593 1.718 -1.725
C -3.754 1.252 -2.912
C -6.065 1.796 -2.099
C -4.107 3.076 -1.228
H -5.364 -2.637 3.295
H -5.520 -0.875 3.192
H -3.970 -1.601 3.652
H -6.235 -2.756 0.865
H -5.372 -1.844 -0.393
H -6.311 -0.982 0.831
H -2.652 -2.936 1.971
H -3.166 -2.958 0.278
H -4.060 -3.905 1.489
H -4.074 0.256 -3.221
H -3.869 1.949 -3.744
H -2.700 1.199 -2.628
H -6.428 0.813 -2.406
H -6.210 2.502 -2.916
H -6.643 2.130 -1.237
H -3.047 3.042 -0.977
H -4.663 3.373 -0.337
H -4.269 3.822 -2.008
N 3.443 -3.299 1.662
C 2.459 -4.077 2.421
C 1.030 -3.705 1.987
O 0.036 -4.118 2.517
O 1.001 -2.860 0.948
H 4.100 -3.880 1.160
H 3.961 -2.655 2.246
H 1.962 -2.644 0.791
H 2.530 -3.903 3.494
H 2.575 -5.148 2.260

=====

7.
104
Properties=species:S:1:pos:R:3 method="wB97M-V/def2-TZVPD" smiles=COC[C@H](C)N.COC[C@H](C)N.COC[C@H](C)N.COC[C@H](C)N.CO.CO.CO.CO.CO.CO homo_ha=-0.32685 total_charge=0 e_tot_ha=-1850.1565 de_lowest_kj_mol=336.0 homo_lumo_gap_ev=9.1
C 1.014 -5.640 -0.086
O 0.832 -4.570 -1.016
C -0.478 -4.046 -1.067
C -1.645 -4.962 -1.489
C -1.591 -5.396 -2.963
N -2.929 -4.362 -1.195
H 0.685 -6.563 -0.562
H 0.566 -5.455 0.890
H 2.058 -5.813 0.174
H -0.746 -3.533 -0.143
H -0.420 -3.236 -1.793
H -1.423 -5.862 -0.915
H -1.779 -4.568 -3.646
H -2.285 -6.236 -2.991
H -0.648 -5.826 -3.300
H -3.581 -5.076 -1.485
H -3.087 -4.438 -0.201
C 6.086 -1.818 0.428
O 5.084 -2.741 0.795
C 3.986 -2.886 -0.107
C 3.018 -1.704 0.035
C 2.102 -1.966 1.211
N 2.097 -1.772 -1.077
H 6.547 -2.103 -0.518
H 6.795 -1.894 1.252
H 5.730 -0.814 0.198
H 4.303 -2.951 -1.148
H 3.477 -3.805 0.186
H 3.451 -0.704 0.034
H 1.387 -1.169 1.413
H 2.727 -2.032 2.102
H 1.627 -2.947 1.236
H 1.832 -2.746 -1.049
H 2.602 -1.700 -1.949
C 1.866 7.642 -3.156
O 1.591 7.095 -1.874
C 1.184 5.737 -1.911
C 1.418 5.218 -0.557
C 2.947 5.293 -0.152
N 0.830 3.935 -0.347
H 1.762 8.727 -3.156
H 1.215 7.311 -3.965
H 2.871 7.363 -3.473
H 0.192 5.474 -2.277
H 1.897 5.203 -2.540
H 0.831 5.947 0.002
H 3.426 4.547 -0.786
H 3.106 4.938 0.866
H 3.399 6.248 -0.422
H -0.171 3.941 -0.480
H 1.228 3.239 -0.960
C -1.791 -1.057 3.670
O -2.799 -2.069 3.606
C -2.275 -3.352 3.468
C -3.428 -4.275 3.020
C -3.123 -5.737 3.023
N -3.752 -4.037 1.561
H -1.218 -1.000 2.744
H -0.983 -1.183 4.390
H -2.214 -0.071 3.862
H -1.565 -3.473 2.651
H -1.844 -3.765 4.380
H -4.248 -4.161 3.729
H -2.795 -6.027 4.022
H -2.307 -5.884 2.316
H -4.055 -6.262 2.819
H -4.155 -3.113 1.488
H -4.562 -4.600 1.344
C -0.672 0.559 -0.093
O -0.528 -0.717 -0.705
H -1.579 0.946 -0.557
H -0.782 0.520 0.990
H 0.133 1.278 -0.246
H 0.419 -0.876 -0.723
C 0.672 2.398 3.072
O 1.297 3.510 2.472
H 1.126 1.435 2.838
H 0.565 2.500 4.151
H -0.362 2.340 2.731
H 1.055 3.546 1.544
C -3.343 2.410 2.532
O -3.572 1.555 1.485
H -2.973 1.895 3.418
H -2.552 3.112 2.268
H -4.266 2.931 2.786
H -3.799 1.925 0.629
C 2.490 1.646 -1.897
O 1.539 2.255 -2.659
H 2.297 1.548 -0.829
H 2.561 0.616 -2.246
H 3.450 2.129 -2.075
H 1.910 2.409 -3.531
C -1.478 2.153 -3.345
O -2.687 1.396 -3.322
H -0.831 2.030 -4.214
H -1.751 3.201 -3.471
H -0.852 2.049 -2.458
H -3.227 1.818 -2.649
C -2.290 5.172 -0.673
O -1.964 3.804 -0.678
H -2.923 5.355 0.195
H -1.435 5.843 -0.591
H -2.768 5.577 -1.566
H -2.758 3.269 -0.748

=====

8.
21
Properties=species:S:1:pos:R:3 method="wB97M-V/def2-TZVPD" homo_ha=-0.49632 total_charge=+1 e_tot_ha=-737.7516 de_lowest_kj_mol=249.5 homo_lumo_gap_ev=9.1
C -1.530 -0.378 0.652
C 0.450 -0.129 -0.409
C 0.601 2.939 0.089
C -0.687 -2.926 0.542
C -0.016 -1.287 -1.068
C 1.797 1.913 -0.046
N -1.054 -1.891 -0.357
O -0.259 0.253 0.626
O 1.422 0.597 -0.809
I -3.041 0.627 -0.496
H -1.848 -0.621 1.637
H 0.969 3.566 0.853
H 0.136 3.347 -0.739
H -0.315 2.356 0.586
H 0.386 -2.701 0.927
H -0.847 -3.860 0.009
H -1.535 -3.061 1.333
H 0.897 -1.923 -1.452
H -0.393 -0.994 -2.066
H 2.303 1.663 0.827
H 2.563 2.508 -0.639

=====

9.
23
Properties=species:S:1:pos:R:3 method="wB97M-V/def2-TZVPD" homo_ha="-0.48526 / -0.48524" total_charge=+1 e_tot_ha=-384.2382 de_lowest_kj_mol=234.4 homo_lumo_gap_ev="8.9 / 4.8" spin_multiplicity=2
C -2.406 2.074 1.050
C 0.919 0.789 1.969
C -0.968 1.800 1.217
C -0.057 2.754 1.499
N -0.361 0.595 1.593
N 1.181 2.173 1.822
H 1.599 0.002 2.262
H 2.016 2.653 2.189
H -0.157 3.727 1.170
H -2.623 2.820 0.228
H -2.808 2.483 2.034
H -3.012 1.132 0.823
C 0.705 -1.747 -1.150
C 0.819 -1.221 -2.546
C 0.380 -3.274 -1.205
H 1.632 -1.693 -0.535
H -0.006 -1.224 -0.525
H -0.065 -1.693 -3.124
H 1.730 -1.424 -3.012
H -0.714 -3.262 -0.806
H 0.349 -3.741 -2.150
H 1.038 -0.115 -2.445
H 0.809 -3.607 -0.357

=====

10.
11
Properties=species:S:1:pos:R:3 method="wB97M-V/def2-TZVPD" homo_ha="-0.31010 / -0.29622" total_charge=0 e_tot_ha=-285.2329 de_lowest_kj_mol=476.9 homo_lumo_gap_ev="7.6 / 7.0"
N 1.758 0.133 -1.755
C 0.896 -0.023 -0.952
C 0.619 -0.957 0.347
C -0.717 -0.446 0.549
C -0.738 1.010 0.442
O -0.456 0.700 -0.947
H 1.344 -0.658 1.109
H 0.702 -2.016 0.106
H -1.629 -1.013 0.391
H -1.701 1.513 0.514
H 0.073 1.560 0.925

=====

11.
7
Properties=species:S:1:pos:R:3 method="wB97M-V/def2-TZVPD" homo_ha=-0.57233 total_charge=+1 e_tot_ha=-1338.7859 de_lowest_kj_mol=0.0 homo_lumo_gap_ev=9.3
C 1.014 -0.487 0.267
C 1.286 0.426 -0.501
P -1.117 0.277 -0.500
Cl -1.804 -1.540 0.028
Cl -1.721 1.430 0.964
H 0.699 -1.229 0.860
H 1.643 1.124 -1.117

=====

12.
18
Properties=species:S:1:pos:R:3 method="wB97M-V/def2-TZVPD" homo_ha=-0.51261 total_charge=+1 e_tot_ha=-380.6632 de_lowest_kj_mol=133.2 homo_lumo_gap_ev=10.7
N -0.674 -1.280 0.483
C 0.451 -0.322 0.391
C 0.163 0.597 -0.799
N 1.047 1.590 -0.976
C 2.492 1.589 -0.890
O -0.917 0.483 -1.342
H -0.685 -1.803 1.351
H -0.720 -2.042 -0.206
H -1.547 -0.764 0.323
H 0.409 0.221 1.328
H 1.418 -0.801 0.271
H 0.763 2.284 -1.644
H 2.816 2.533 -0.472
H 3.016 1.325 -1.814
H 3.012 0.839 -0.281
H -3.981 -1.952 0.820
H -3.691 -1.130 2.168
O -3.373 -1.365 1.288

=====

13.
15
Properties=species:S:1:pos:R:3 method="wB97M-V/def2-TZVPD" smiles=CO[C@H](C)CCl homo_ha=-0.36836 total_charge=0 e_tot_ha=-693.2011 de_lowest_kj_mol=98.6 homo_lumo_gap_ev=11.0
C -0.336 1.853 -0.954
O 0.532 1.030 -0.236
C -0.055 -0.260 0.032
C -0.268 -0.412 1.537
C 0.880 -1.335 -0.485
Cl 0.147 -2.992 -0.279
H -1.240 2.054 -0.333
H 0.120 2.816 -1.304
H -0.631 1.375 -1.892
H -1.033 -0.390 -0.423
H -1.325 -0.216 1.764
H 0.257 0.313 2.022
H 0.022 -1.405 1.983
H 1.797 -1.381 0.156
H 1.133 -1.050 -1.589

=====

14.
18
Properties=species:S:1:pos:R:3 method="wB97M-V/def2-TZVPD" homo_ha=-0.33981 total_charge=0 e_tot_ha=-418.1744 de_lowest_kj_mol=752.4 homo_lumo_gap_ev=9.7
C -0.832 1.725 0.338
C -1.461 0.407 -0.054
C -0.749 -0.665 -0.582
C 2.180 -0.954 -0.727
H -0.187 1.413 2.598
H -1.620 2.475 0.709
H -0.145 1.996 -0.529
H -2.474 0.435 -0.742
H -1.775 -0.075 0.978
H -0.117 -0.558 -1.651
H -1.406 -1.529 -0.742
H 0.514 -2.068 -0.534
H 1.825 -0.202 1.450
H 2.970 -0.339 -1.068
N 0.123 -1.302 0.392
N 1.362 -0.595 0.307
O 0.145 1.522 1.466
O 1.646 -1.685 -1.609